43
Properties=species:S:1:pos:R:3:forces:R:3 method="wB97M-V/def2-TZVPD" homo_lumo_gap_ev=7.3 homo_ev=-7.8 smiles="COc1cc(/C=C(/C(=O)c2cccs2)c2nc3ccccc3[nH]2)ccc1O" charge=0 relative_energy_kcal_mol=0.0 e_tot_ha=-1543.2634
C -4.0380 -0.4301 1.1901 -0.0036 0.2301 0.0857
O -3.9952 -1.7344 0.6602 0.0654 -0.4160 -0.1738
C -2.8256 -2.1619 0.1192 -0.0648 -0.2645 -0.1042
C -1.6641 -1.4155 0.0676 -0.2218 -0.1082 0.0444
C -0.4948 -1.9240 -0.5104 -0.4528 -0.4750 0.0173
C 0.7431 -1.1919 -0.5997 0.2841 0.5928 -0.2070
C 1.0468 0.1293 -0.5213 0.1349 -0.4447 -0.1938
C 2.4629 0.5018 -0.8005 0.0524 0.0318 -0.2758
O 2.7788 1.4161 -1.5504 -0.0365 -0.1271 0.1080
C 3.4901 -0.2634 -0.1047 0.5496 -0.3574 0.3823
C 4.8410 -0.2047 -0.3555 -0.4843 0.0441 -0.0771
C 5.5974 -0.9897 0.5263 0.0676 -0.1154 0.1559
C 4.8210 -1.6222 1.4524 -0.4242 0.0547 0.0117
S 3.1550 -1.2841 1.2603 0.5689 0.1967 -0.2406
C 0.1715 1.2697 -0.3021 -0.3828 0.3784 0.1443
N -0.8722 1.3338 0.4917 0.2154 -0.3731 0.1315
C -1.3321 2.6174 0.4126 0.3333 0.6287 -0.4858
C -2.4143 3.2280 1.0397 0.0851 -0.0019 -0.0703
C -2.6425 4.5585 0.7628 -0.1824 0.0131 0.1311
C -1.8251 5.2800 -0.1120 0.0793 0.0891 -0.0881
C -0.7468 4.6957 -0.7441 0.0795 0.0885 -0.0792
C -0.5086 3.3578 -0.4715 -0.6011 -0.1052 0.4928
N 0.4358 2.4724 -0.9020 0.1004 -0.0580 -0.1051
C -0.5140 -3.2274 -1.0164 0.0826 0.2681 0.0707
C -1.6698 -3.9803 -0.9706 -0.1785 0.0003 0.0414
C -2.8321 -3.4693 -0.4121 0.1664 0.1439 0.0007
O -3.9815 -4.1851 -0.3464 -0.1123 0.0020 0.0430
H -3.3365 -0.3123 2.0215 0.0075 0.0125 -0.0293
H -3.8150 0.3211 0.4265 0.0195 -0.0156 0.0145
H -5.0571 -0.2955 1.5493 0.0845 0.0395 -0.0082
H -1.6256 -0.4218 0.4830 -0.1420 -0.0554 0.0778
H 1.5757 -1.8323 -0.8747 0.0316 0.0563 0.0476
H 5.2492 0.3848 -1.1565 0.0235 0.1330 -0.1364
H 6.6678 -1.0800 0.4839 0.1741 -0.0378 0.0162
H 5.1379 -2.2745 2.2425 0.1050 -0.1305 0.1552
H -3.0443 2.6720 1.7160 -0.0715 -0.0573 0.0922
H -3.4743 5.0631 1.2319 -0.0645 0.0355 0.0396
H -2.0453 6.3214 -0.2950 -0.0068 0.0756 -0.0222
H -0.1145 5.2529 -1.4187 0.0323 0.0905 -0.0604
H 1.2277 2.6338 -1.5097 -0.0587 -0.1075 0.0592
H 0.3748 -3.6480 -1.4630 0.1150 -0.0309 -0.0226
H -1.6780 -4.9855 -1.3720 -0.0121 -0.0758 -0.0286
H -3.8445 -5.0588 -0.7335 0.0429 0.1517 0.0453